Entry 1:
# C13H29AlBrCl3CsNaO10S3

A molecular structure, C13H29AlBrCl3CsNaO10S3 in a non-equilibrium geometry (ωB97M-V/def2-TZVPD, the OMol25 dataset).

Geometry (Å):
C: 3.509 -0.836 0.916
C: -5.641 -2.486 2.753
S: -0.747 -1.586 2.459
C: -2.750 -1.408 0.755
O: -3.350 3.263 -4.719
O: 1.281 5.901 -4.240
H: 4.289 0.509 2.405
H: -1.398 -3.139 0.530
H: 5.873 -1.311 -0.586
H: -0.295 4.089 -4.163
C: -5.440 -1.572 1.387
Al: 0.515 7.598 -2.732
H: 1.775 6.726 -4.125
H: 6.171 -2.742 1.466
Cs: 0.002 -1.265 -1.072
H: 3.819 -1.725 0.356
H: 4.879 -1.132 2.546
H: 2.172 -0.166 -0.638
O: -1.054 2.286 -4.770
H: 1.188 5.816 -5.201
C: -0.711 2.754 -2.497
C: -0.196 3.029 -3.907
S: -2.545 2.226 -4.111
H: -0.406 3.528 -1.788
H: -4.295 0.266 0.673
O: -0.429 -0.710 3.695
C: 3.007 0.226 -0.048
C: 7.013 -2.235 0.988
O: -2.960 0.844 -4.044
O: 0.563 -2.296 2.031
H: -0.373 1.777 -2.137
H: -6.351 -3.406 2.520
H: 3.787 0.540 -0.747
Br: -2.718 -1.091 -1.232
H: -3.351 -5.357 1.695
H: -6.398 -0.881 1.320
Na: -3.898 -2.236 4.521
H: -5.507 -2.340 0.483
H: 7.737 -1.961 1.761
O: -7.085 1.121 1.012
H: -6.711 1.728 0.400
H: -3.885 -0.184 2.460
C: 6.563 -1.009 0.208
H: 7.493 -2.952 0.314
O: -1.596 -0.625 1.309
H: 2.673 -1.151 1.553
S: -3.464 -4.374 0.692
H: 5.726 0.953 0.472
Cl: -2.698 1.567 1.442
O: -1.923 -2.826 2.596
O: -2.133 2.717 -2.611
H: 7.438 -0.576 -0.292
H: -4.609 -2.974 3.100
H: 0.844 2.720 -4.038
C: 4.646 -0.347 1.819
C: -4.070 -0.666 1.385
C: 5.929 0.070 1.090
Cl: -0.598 0.208 -3.123
H: 2.652 1.109 0.494
Cl: -6.247 -1.457 4.183
H: 6.661 0.391 1.840
C: -2.369 -2.940 1.195

Properties
* total charge: +2
* gap between HOMO and LUMO: 2.3 eV

Results of the Mulliken charge analysis, in e, for atoms 1 through 8: atom 1 (C): 0.01, atom 2 (C): -0.22, atom 3 (S): 1.09, atom 4 (C): 0.23, atom 5 (O): -0.60, atom 6 (O): -0.50, atom 7 (H): 0.37, atom 8 (H): 0.12

Entry 2:
# C11H16N2O5Sm

A molecular structure, C11H16N2O5Sm in a non-equilibrium geometry (ωB97M-V/def2-TZVPD, the OMol25 dataset).

Geometry (Å):
H: -2.172 -3.330 1.282
H: -0.204 -0.335 3.723
O: 0.119 -0.692 0.047
H: 2.077 1.247 1.532
H: 1.243 0.702 3.748
N: 1.162 -0.602 2.115
O: 2.780 2.663 -1.375
C: 2.283 0.155 1.563
H: -1.256 1.930 -5.964
C: 0.876 -0.312 3.521
H: 2.504 -0.197 0.544
C: 0.219 -1.095 1.285
C: -0.321 1.390 -5.750
C: -0.323 3.260 -1.743
C: -0.487 2.165 0.540
O: -0.730 3.011 1.275
H: 3.165 -0.023 2.206
C: 1.839 2.004 -1.497
H: -2.343 -1.664 0.590
H: 0.611 1.929 -5.980
C: -0.425 -2.837 2.926
H: 1.400 -1.033 4.165
O: -3.434 2.239 -0.622
C: -0.318 0.091 -5.411
C: -1.650 -2.496 0.803
Sm: -0.269 0.706 -1.573
C: -2.498 1.719 -1.060
H: -1.206 -2.807 -0.154
N: -0.614 -2.042 1.717
H: 0.618 -0.486 -5.359
H: -1.253 -0.485 -5.339
H: -0.955 -3.779 2.762
H: -0.838 -2.327 3.805
H: 0.639 -3.035 3.096
O: -0.241 4.369 -1.416

Properties
* total charge: +3
* expectation value of S²: 8.762
* multiplicity: 6
* gap between HOMO and LUMO (alpha / beta): 4.9 / 5.8 eV

Results of the natural (NBO) charge analysis, in e, for atoms 1 through 8: atom 1 (H): 0.27, atom 2 (H): 0.23, atom 3 (O): -0.85, atom 4 (H): 0.18, atom 5 (H): 0.24, atom 6 (N): -0.40, atom 7 (O): -0.24, atom 8 (C): -0.42

> Look up the total charge of the first one.

+2